Molecular formula: C21H25N3O4S
Method: DFT, ωB97M-V/def2-TZVPD

Summary:
Gap between HOMO and LUMO   9.27 eV
SMILES string   Cc1ccc(S(=O)(=O)N[C@H](C)C(=O)Nc2ccccc2C(=O)N2CCCC2)cc1
Calculated total energy   -45679.75335 eV
E_HOMO   -8.6 eV
F_max   0.78 eV/Å

```
! wB97M-V def2-TZVPD RIJCOSX def2/J DEFGRID3
* xyz 0 1
C -5.701 -0.800 1.910
C -4.526 -0.389 1.078
C -4.723 0.172 -0.183
C -3.645 0.540 -0.966
C -2.363 0.343 -0.489
C -2.141 -0.210 0.757
C -3.227 -0.576 1.535
H -3.059 -1.009 2.510
H -1.132 -0.364 1.109
S -1.009 0.882 -1.511
O 0.205 0.236 -1.083
O -1.366 0.768 -2.893
N -1.000 2.517 -1.143
H -0.607 3.054 -1.906
C -0.375 2.850 0.128
C -0.679 4.299 0.495
H -1.749 4.479 0.441
H -0.328 4.507 1.502
H -0.168 4.962 -0.200
H -0.800 2.167 0.869
C 1.142 2.642 -0.011
O 1.789 3.319 -0.782
N 1.641 1.655 0.768
C 2.890 1.050 0.595
C 4.037 1.796 0.351
C 5.262 1.164 0.247
C 5.356 -0.209 0.403
C 4.212 -0.959 0.610
C 2.967 -0.347 0.678
C 1.719 -1.141 0.881
O 0.919 -0.855 1.773
N 1.550 -2.199 0.073
C 2.163 -2.319 -1.245
C 1.257 -3.287 -2.013
H 1.622 -4.311 -1.910
C -0.089 -3.140 -1.308
H -0.579 -2.222 -1.634
C 0.341 -3.002 0.146
H 0.588 -3.980 0.576
H -0.394 -2.511 0.782
H -0.754 -3.986 -1.474
H 1.207 -3.037 -3.070
H 2.175 -1.335 -1.720
H 3.186 -2.695 -1.177
H 4.285 -2.029 0.741
H 6.318 -0.697 0.357
H 6.151 1.749 0.063
H 3.956 2.865 0.248
H 0.985 1.040 1.244
H -3.770 0.970 -1.946
H -5.729 0.320 -0.547
H -5.414 -0.939 2.949
H -6.105 -1.742 1.539
H -6.492 -0.055 1.855
*
```

Molecular formula: C21H25N3OS
Method: DFT, ωB97M-V/def2-TZVPD

Summary:
Gap between HOMO and LUMO   8.98 eV
SMILES string   Cc1ccc(C)c(NC(=S)N2CCC(NC(=O)c3ccccc3)CC2)c1
Calculated total energy   -39537.66980 eV
E_HOMO   -8.3 eV
F_max   0.77 eV/Å

```
! wB97M-V def2-TZVPD RIJCOSX def2/J DEFGRID3
* xyz 0 1
C -2.040 3.061 2.880
C -1.204 3.042 1.638
C -1.259 1.973 0.759
C -0.491 1.953 -0.402
C 0.323 3.038 -0.735
C 0.375 4.100 0.161
C -0.362 4.104 1.328
H -0.296 4.946 2.001
H 1.002 4.948 -0.075
C 1.085 3.102 -2.023
H 1.231 4.139 -2.318
H 2.066 2.638 -1.928
H 0.550 2.586 -2.818
N -0.616 0.830 -1.246
C 0.348 0.125 -1.887
N 1.616 0.150 -1.425
C 2.656 -0.528 -2.168
C 2.781 -2.000 -1.738
H 3.814 -2.325 -1.855
C 2.345 -2.151 -0.278
N 0.908 -2.361 -0.217
C 0.230 -2.484 0.944
O 0.784 -2.456 2.031
C -1.250 -2.656 0.826
C -1.918 -3.107 1.963
C -3.288 -3.282 1.957
C -4.014 -2.998 0.812
C -3.362 -2.539 -0.320
C -1.988 -2.369 -0.319
H -1.517 -2.005 -1.220
H -3.925 -2.313 -1.214
H -5.086 -3.132 0.800
H -3.791 -3.639 2.843
H -1.333 -3.315 2.846
H 0.419 -2.419 -1.096
C 2.746 -0.884 0.491
C 1.930 0.313 -0.016
H 1.001 0.374 0.550
H 2.485 1.246 0.142
H 3.816 -0.723 0.352
H 2.552 -1.025 1.553
H 2.838 -3.016 0.184
H 2.158 -2.629 -2.375
H 2.427 -0.460 -3.233
H 3.589 0.007 -1.975
S -0.108 -0.790 -3.205
H -1.557 0.585 -1.525
H -1.896 1.126 0.974
H -2.949 3.639 2.708
H -1.499 3.526 3.701
H -2.328 2.054 3.171
*
```

Molecular formula: C21H25NO
Method: DFT, ωB97M-V/def2-TZVPD

Summary:
Gap between HOMO and LUMO   7.94 eV
Calculated total energy   -25697.18899 eV
E_HOMO   -7.6 eV
F_max   19.75 eV/Å

```
! wB97M-V def2-TZVPD RIJCOSX def2/J DEFGRID3
* xyz 0 1
C -0.081 1.036 3.548
H 0.122 1.318 4.469
H -0.120 2.037 2.815
H -1.123 0.686 3.530
C 0.723 0.281 2.951
N 2.207 0.606 2.756
C 3.066 0.796 3.959
C 3.031 2.465 4.372
H 3.349 3.205 3.680
H 3.646 2.395 5.228
H 2.229 2.584 4.705
H 4.254 0.906 3.474
H 2.696 0.281 4.588
C 2.422 1.560 1.520
C 1.825 1.163 0.297
C 1.484 0.527 -0.631
C 0.855 0.094 -1.981
H 0.550 0.944 -2.493
H 1.904 -0.183 -2.746
C 0.037 -1.064 -1.892
C -0.775 -1.118 -3.225
C -1.776 -2.081 -3.107
C -2.504 -2.334 -4.400
C -2.036 -1.994 -5.515
C -0.869 -0.870 -5.776
C -0.307 -0.814 -4.561
H 0.450 -0.241 -4.474
H -0.465 -0.743 -6.702
H -2.650 -2.176 -6.388
H -3.561 -2.956 -4.312
H -2.240 -2.267 -2.327
C -1.096 -0.464 -0.855
C -1.899 0.445 -1.126
C -2.974 0.845 -0.066
C -3.001 0.117 1.109
C -1.926 -0.980 1.165
C -1.189 -1.138 0.263
H -0.397 -2.358 0.587
H -2.111 -1.512 2.203
H -3.514 0.343 1.857
H -3.599 1.473 -0.315
H -1.704 0.841 -1.869
O 0.694 -2.138 -1.481
H -0.021 -2.906 -1.476
H 1.871 2.638 1.805
H 3.280 1.809 1.331
H 0.902 -0.794 3.569
H 0.338 -0.265 1.936
*
```

Molecular formula: C21H25NO4S
Method: DFT, ωB97M-V/def2-TZVPD

Summary:
Gap between HOMO and LUMO   8.50 eV
SMILES string   O=C(NC1CC1)C1=C[C@H](c2csc3ccccc23)C[C@H](OCCCCO)O1
Calculated total energy   -42697.43683 eV
E_HOMO   -8.0 eV
F_max   0.87 eV/Å

```
! wB97M-V def2-TZVPD RIJCOSX def2/J DEFGRID3
* xyz 0 1
O -3.336 -2.840 0.773
C -3.152 -1.749 0.267
N -4.097 -0.789 0.178
C -5.428 -0.962 0.650
C -6.570 -0.373 -0.120
C -6.174 0.211 1.207
H -6.820 0.054 2.056
H -5.680 1.171 1.208
H -7.489 -0.934 -0.185
H -6.342 0.194 -1.010
H -5.542 -1.935 1.111
H -3.856 0.077 -0.279
C -1.835 -1.354 -0.314
C -0.817 -2.211 -0.354
C 0.514 -1.873 -0.945
C 1.565 -1.698 0.120
C 1.314 -1.581 1.444
S 2.728 -1.340 2.410
C 3.732 -1.402 0.993
C 5.112 -1.280 0.950
C 5.740 -1.373 -0.274
C 5.003 -1.593 -1.437
C 3.632 -1.712 -1.395
C 2.968 -1.610 -0.170
H 3.072 -1.890 -2.301
H 5.517 -1.670 -2.383
H 6.814 -1.278 -0.334
H 5.672 -1.115 1.856
H 0.359 -1.616 1.931
C 0.367 -0.606 -1.806
C -0.495 0.426 -1.081
O 0.178 0.795 0.086
C -0.353 1.896 0.806
C -0.039 3.261 0.178
H -0.238 4.018 0.938
H -0.716 3.448 -0.658
C 1.402 3.403 -0.325
H 1.551 2.777 -1.207
H 1.549 4.441 -0.628
C 2.474 3.019 0.704
O 2.855 1.670 0.628
H 2.054 1.130 0.565
H 2.124 3.268 1.718
H 3.389 3.587 0.515
H 0.110 1.818 1.793
H -1.437 1.780 0.924
O -1.788 -0.062 -0.799
H -0.676 1.302 -1.725
H -0.125 -0.853 -2.748
H 1.340 -0.161 -2.011
H 0.834 -2.698 -1.593
H -0.964 -3.190 0.072
*
```

Molecular formula: C21H25NO6
Method: DFT, ωB97M-V/def2-TZVPD

Summary:
Gap between HOMO and LUMO   8.74 eV
SMILES string   COCCOC(=O)c1[nH]c2c(c1C)C(=O)C[C@@H](c1ccc(OC)c(OC)c1)C2
Calculated total energy   -35957.35451 eV
E_HOMO   -8.1 eV
F_max   0.71 eV/Å

```
! wB97M-V def2-TZVPD RIJCOSX def2/J DEFGRID3
* xyz 0 1
C -3.606 -2.739 -0.209
H -2.963 -2.485 0.641
O -4.960 -2.804 0.177
C -5.419 -1.700 0.911
C -5.460 -0.379 0.128
H -5.622 -0.569 -0.938
H -6.263 0.255 0.514
O -4.241 0.337 0.304
C -3.541 0.669 -0.791
O -3.902 0.444 -1.930
C -2.279 1.310 -0.479
C -1.644 1.636 0.710
C -0.399 2.208 0.343
C -0.321 2.197 -1.050
N -1.452 1.664 -1.526
H -1.705 1.501 -2.489
C 0.842 2.651 -1.850
H 0.669 3.676 -2.199
H 0.982 2.020 -2.730
C 2.098 2.635 -0.968
C 2.638 1.251 -0.686
C 3.948 1.122 -0.248
C 4.474 -0.118 0.060
C 3.720 -1.280 -0.056
C 2.391 -1.165 -0.498
C 1.885 0.095 -0.805
H 0.862 0.114 -1.138
O 1.489 -2.170 -0.693
C 1.746 -3.483 -0.250
H 0.824 -4.032 -0.446
H 2.568 -3.945 -0.799
H 1.965 -3.512 0.820
O 4.216 -2.529 0.229
C 5.526 -2.638 0.726
H 5.678 -3.701 0.909
H 5.648 -2.089 1.666
H 6.266 -2.288 -0.001
H 5.497 -0.174 0.394
H 4.574 1.996 -0.147
C 1.803 3.354 0.360
C 0.683 2.714 1.168
O 0.711 2.682 2.381
H 1.496 4.384 0.153
H 2.698 3.389 0.983
H 2.886 3.197 -1.482
C -2.148 1.433 2.090
H -3.135 1.878 2.205
H -2.243 0.369 2.299
H -1.456 1.875 2.801
H -4.801 -1.547 1.809
H -6.433 -1.968 1.214
H -3.348 -3.730 -0.576
H -3.443 -2.012 -1.010
*
```

Molecular formula: C21H25ORuSe
Method: DFT, ωB97M-V/def2-TZVPD

Summary:
Gap between HOMO and LUMO (spin up / spin down)   3.29 / 3.92 eV
Expectation value of S²   8.78
Calculated total energy   -92151.83211 eV
E_HOMO (spin up / spin down)   1.9 / 1.1 eV
F_max   7.99 eV/Å

```
! wB97M-V def2-TZVPD RIJCOSX def2/J DEFGRID3
* xyz -2 6
Ru 0.000 0.000 0.000
C 1.398 1.971 0.161
C 1.409 1.382 1.438
C 2.036 0.129 1.339
H 0.962 1.794 2.324
C 2.421 -0.061 -0.001
C 2.031 1.077 -0.730
H 2.190 1.237 -1.782
H 0.965 2.924 -0.089
H 2.122 -0.594 2.130
H 2.880 -0.945 -0.407
C -1.859 1.077 -1.126
C -0.735 1.267 -1.935
C -0.289 -0.005 -2.368
H -0.267 2.210 -2.156
C -1.188 -0.969 -1.872
C -2.141 -0.311 -1.087
H -2.921 -0.770 -0.506
H -2.392 1.839 -0.586
H 0.567 -0.206 -2.990
H -1.091 -2.033 -2.000
O 0.241 -1.777 0.403
C 0.349 -4.297 -1.226
C 0.053 -4.181 0.227
C 1.748 -4.159 -1.696
C -0.700 -4.798 -2.147
C -0.618 -2.860 0.617
H 0.966 -4.273 0.821
H -0.617 -4.985 0.546
H -1.561 -2.750 0.073
H -0.872 -2.872 1.683
H 2.312 -5.099 -1.600
H 2.286 -3.415 -1.112
H 1.802 -3.876 -2.749
H -0.729 -5.898 -2.182
H -0.542 -4.464 -3.173
H -1.698 -4.479 -1.840
Se -1.729 0.463 2.021
C -1.433 2.342 2.483
C -1.401 2.679 3.845
C -1.193 4.003 4.250
C -1.015 5.007 3.296
C -1.043 4.687 1.939
C -1.252 3.366 1.535
H -1.536 1.911 4.596
H -1.170 4.252 5.303
H -0.852 6.032 3.606
H -0.901 5.463 1.198
H -1.252 3.173 0.485
*
```

Molecular formula: C21H26BF6INO19
Method: DFT, ωB97M-V/def2-TZVPD

Summary:
Gap between HOMO and LUMO   4.46 eV
Calculated total energy   -87675.30870 eV
E_HOMO   -2.9 eV
F_max   1.96 eV/Å

```
! wB97M-V def2-TZVPD RIJCOSX def2/J DEFGRID3
* xyz -1 1
C 0.116 4.180 1.721
N -0.033 2.796 1.256
C -1.438 2.441 0.992
B 0.725 2.534 -0.020
O 1.553 1.369 0.031
C 0.597 3.446 -1.301
I 2.427 3.108 -2.478
H 0.708 4.786 1.022
H 0.700 4.159 2.659
H -0.836 4.698 1.880
H -1.943 2.018 1.869
H -2.047 3.258 0.586
H -1.433 1.639 0.238
H 1.641 1.176 0.959
H -0.262 3.135 -1.914
C 5.135 5.456 -4.708
C 4.117 5.945 -5.696
O 4.917 6.245 -6.838
C 5.992 5.421 -6.786
O 6.727 5.214 -7.695
O 6.119 4.855 -5.565
F 3.510 7.082 -5.275
H 5.595 6.273 -4.148
H 4.725 4.736 -4.007
H 3.360 5.205 -5.964
C -4.081 -0.831 2.702
C -5.574 -0.655 2.712
O -5.716 0.739 2.475
C -4.623 1.124 1.752
O -4.508 2.147 1.177
O -3.662 0.174 1.784
F -6.113 -0.956 3.926
H -3.633 -0.635 3.672
H -3.779 -1.817 2.368
H -6.099 -1.215 1.935
C 7.151 1.762 -5.761
C 7.745 0.930 -6.861
O 6.802 -0.117 -7.002
C 5.595 0.395 -6.627
O 4.554 -0.110 -6.866
O 5.749 1.564 -5.959
F 8.948 0.399 -6.502
H 7.435 1.400 -4.770
H 7.413 2.814 -5.843
H 7.852 1.454 -7.814
C 0.527 0.056 4.454
C -0.820 0.134 5.116
O -1.562 -0.854 4.412
C -0.668 -1.787 3.997
O -0.962 -2.872 3.611
O 0.597 -1.329 4.087
F -1.403 1.340 4.928
H 0.581 0.678 3.557
H 1.342 0.325 5.123
H -0.818 -0.104 6.182
C -2.602 -4.322 -0.342
C -3.721 -4.641 0.609
O -4.821 -4.845 -0.259
C -4.305 -5.301 -1.433
O -4.938 -5.818 -2.287
O -2.966 -5.091 -1.492
F -3.998 -3.583 1.431
H -2.570 -3.262 -0.604
H -1.627 -4.621 0.039
H -3.562 -5.534 1.210
C -2.475 -5.446 4.618
C -3.605 -5.769 5.556
O -4.694 -5.977 4.669
C -4.162 -6.428 3.504
O -4.785 -6.950 2.640
O -2.825 -6.215 3.458
F -3.892 -4.724 6.374
H -2.441 -4.388 4.360
H -1.504 -5.746 5.005
H -3.452 -6.667 6.159
*
```

Molecular formula: C21H26BN8Zr
Method: DFT, ωB97M-V/def2-TZVPD

Summary:
Gap between HOMO and LUMO   7.61 eV
Calculated total energy   -36053.71149 eV
E_HOMO   -18.4 eV
F_max   0.91 eV/Å

```
! wB97M-V def2-TZVPD RIJCOSX def2/J DEFGRID3
* xyz 3 1
Zr -0.236 0.732 0.221
C -3.819 -0.079 0.484
C -2.826 -1.155 0.194
C -2.992 -2.502 -0.003
C -1.715 -3.038 -0.244
C -1.378 -4.456 -0.510
N -0.822 -2.044 -0.185
N -1.491 -0.863 0.085
B 0.725 -2.076 -0.383
N 1.392 -1.516 0.910
N 1.087 -0.262 1.414
C 1.812 -0.083 2.561
C 1.680 1.172 3.356
C 2.571 -1.207 2.774
C 2.287 -2.093 1.722
C 2.845 -3.451 1.524
N 1.071 -1.116 -1.558
N 0.720 0.220 -1.501
C 1.135 0.814 -2.665
C 0.903 2.266 -2.911
C 1.740 -0.143 -3.444
C 1.687 -1.347 -2.724
C 2.214 -2.666 -3.144
H -4.759 -0.515 0.815
H -4.039 0.493 -0.420
H -3.461 0.584 1.277
H -3.917 -3.054 0.024
H -2.286 -5.052 -0.485
H -0.686 -4.847 0.237
H -0.913 -4.577 -1.490
H 1.099 -3.173 -0.608
H 0.762 1.706 3.094
H 2.545 1.822 3.210
H 1.640 0.941 4.419
H 3.254 -1.394 3.586
H 3.547 -3.672 2.324
H 3.370 -3.535 0.571
H 2.058 -4.206 1.539
H 0.386 2.732 -2.072
H 0.311 2.410 -3.815
H 1.850 2.783 -3.072
H 2.178 -0.011 -4.419
H 2.676 -2.576 -4.123
H 1.420 -3.411 -3.206
H 2.964 -3.036 -2.443
N -2.819 7.607 1.552
C -2.392 6.573 1.289
C -1.862 5.292 0.958
C -2.625 4.381 0.215
C -2.083 3.154 -0.076
N -0.849 2.781 0.348
C -0.104 3.683 1.037
C -0.568 4.934 1.358
H -3.617 4.642 -0.127
H -2.622 2.435 -0.685
H 0.901 3.375 1.309
H 0.052 5.628 1.908
*
```

Molecular formula: C21H26BrI2NO8PY
Method: DFT, ωB97M-V/def2-TZVPD

Summary:
Gap between HOMO and LUMO   8.01 eV
Calculated total energy   -136656.34455 eV
E_HOMO   -9.2 eV
F_max   0.68 eV/Å

```
! wB97M-V def2-TZVPD RIJCOSX def2/J DEFGRID3
* xyz 0 1
Y -0.831 -1.075 0.003
O 1.998 -2.407 2.820
C 0.957 -2.121 2.265
O 0.641 -2.337 1.031
C -0.103 -1.410 3.099
C -0.015 -1.433 4.483
C -0.962 -0.748 5.221
C -1.956 -0.041 4.558
C -1.973 -0.061 3.178
N -1.073 -0.743 2.463
H 0.800 -1.976 4.938
H -0.923 -0.756 6.303
H -2.708 0.517 5.097
H -2.722 0.483 2.616
C 1.163 2.276 -3.509
C 2.090 2.686 -2.377
C 3.237 1.702 -2.197
C 2.607 4.100 -2.577
O 1.300 2.775 -1.141
P 0.753 1.579 -0.278
O -0.480 1.984 0.480
O 0.508 0.343 -1.131
O 1.897 1.121 0.725
C 2.485 1.869 1.839
C 2.591 3.356 1.531
C 3.856 1.244 2.021
C 1.615 1.636 3.065
H 1.712 2.289 -4.453
H 0.331 2.977 -3.583
H 0.772 1.274 -3.344
H 3.854 1.700 -3.096
H 2.866 0.692 -2.031
H 3.862 1.993 -1.352
H 3.183 4.157 -3.501
H 3.249 4.395 -1.747
H 1.774 4.800 -2.639
H 3.199 3.533 0.645
H 3.065 3.855 2.378
H 1.608 3.801 1.378
H 4.478 1.423 1.144
H 3.758 0.168 2.171
H 4.351 1.676 2.893
H 0.587 1.934 2.858
H 1.990 2.220 3.907
H 1.642 0.583 3.343
I -2.776 1.264 -0.616
I -4.973 0.223 -1.728
Br -5.313 -3.879 -0.018
C -4.535 -4.190 -1.713
C -5.227 -5.065 -2.540
C -4.763 -5.337 -3.815
C -3.606 -4.728 -4.279
C -2.924 -3.854 -3.457
C -3.363 -3.575 -2.160
C -2.525 -2.623 -1.368
O -1.621 -1.967 -1.977
O -2.693 -2.463 -0.127
H -6.134 -5.526 -2.177
H -5.314 -6.022 -4.446
H -3.240 -4.932 -5.276
H -2.023 -3.362 -3.796
*
```